21
Properties=species:S:1:pos:R:3:nbo_charge:R:1 method="wB97M-V/def2-TZVPD" smiles=NCCCCN.O de_lowest_kj_mol=113.4
C -0.491 0.701 0.552 -0.41
C 1.021 0.651 0.788 -0.41
C 1.874 1.548 -0.099 -0.21
N 2.038 1.044 -1.461 -0.85
C -0.995 -0.041 -0.672 -0.22
N -2.426 -0.296 -0.611 -0.86
H -0.800 1.760 0.518 0.19
H -1.016 0.355 1.435 0.22
H 1.361 -0.395 0.743 0.20
H 1.216 0.932 1.831 0.21
H 2.857 1.643 0.367 0.18
H 1.404 2.537 -0.102 0.17
H 1.753 1.700 -2.181 0.36
H 1.517 0.182 -1.608 0.35
H -0.757 0.531 -1.568 0.18
H -0.463 -0.986 -0.807 0.17
H -2.979 -0.033 -1.408 0.36
H -2.637 -1.242 -0.334 0.37
H -0.382 -3.521 0.900 0.47
H -1.185 -3.330 2.159 0.47
O -0.764 -2.827 1.453 -0.94

=====

73
Properties=species:S:1:pos:R:3:mulliken_charge:R:1 method="wB97M-V/def2-TZVPD" total_charge=+1
O 0.188 0.542 -0.287 -0.31
H -0.310 -0.002 0.328 0.44
H -0.111 1.449 -0.189 0.43
H 1.136 0.435 -0.178 0.42
O -0.496 -3.996 0.270 -0.64
C -0.887 -5.080 0.699 0.69
N -0.075 -5.773 1.505 -0.40
C -2.251 -5.642 0.254 -0.98
H 0.805 -5.296 1.643 0.24
H -0.338 -6.637 1.957 0.19
H -2.887 -5.483 1.125 0.30
H -2.378 -6.721 0.168 0.37
H -2.655 -5.154 -0.633 0.25
O -1.745 -0.581 3.647 -0.65
C -2.105 -0.946 4.757 0.63
N -1.946 -2.208 5.129 -0.34
C -2.757 -0.029 5.735 -0.92
H -2.354 -2.421 6.028 0.19
H -1.317 -2.890 4.730 0.22
H -1.956 0.572 6.166 0.23
H -3.269 -0.558 6.538 0.35
H -3.549 0.623 5.367 0.29
O 4.442 -0.675 -1.063 -0.59
C 5.293 -1.495 -1.094 0.66
N 5.289 -2.536 -0.286 -0.41
C 6.522 -1.331 -1.906 -0.97
H 4.556 -2.552 0.409 0.23
H 6.228 -2.820 -0.046 0.23
H 6.871 -0.317 -2.098 0.28
H 6.414 -1.751 -2.906 0.25
H 7.395 -1.824 -1.478 0.33
O -3.913 -0.161 -1.470 -0.63
C -4.844 -0.889 -1.347 0.66
N -5.170 -1.267 -0.133 -0.36
C -5.910 -1.120 -2.418 -0.88
H -4.536 -1.077 0.629 0.18
H -6.097 -1.577 0.122 0.19
H -6.843 -1.547 -2.050 0.32
H -5.504 -1.914 -3.045 0.24
H -6.024 -0.237 -3.047 0.27
O 2.104 3.112 -2.826 -0.64
C 2.679 4.067 -2.309 0.61
N 3.721 3.988 -1.552 -0.34
C 2.041 5.442 -2.429 -0.94
H 4.084 3.063 -1.372 0.24
H 4.027 4.652 -0.855 0.22
H 1.584 5.596 -1.452 0.21
H 1.380 5.500 -3.294 0.28
H 2.781 6.211 -2.652 0.36
O -0.816 4.409 1.693 -0.65
C -0.439 5.014 2.691 0.50
O 0.515 4.494 3.414 -0.35
C 0.977 5.374 4.402 -0.32
C -0.011 6.522 4.501 -0.54
C -0.841 6.373 3.262 -0.27
H 1.981 5.769 4.246 0.28
H 0.859 4.770 5.302 0.25
H 0.535 7.465 4.476 0.27
H -0.711 6.718 5.313 0.28
H -0.563 7.202 2.611 0.22
H -1.923 6.386 3.390 0.32
O -1.707 -1.466 -6.255 -0.62
C -0.719 -1.919 -5.633 0.57
O 0.533 -1.506 -5.880 -0.32
C 1.398 -2.161 -4.995 -0.39
C 0.686 -3.403 -4.485 -0.53
C -0.714 -2.906 -4.440 -0.33
H 1.553 -1.474 -4.164 0.21
H 2.379 -2.365 -5.424 0.33
H 1.129 -3.632 -3.516 0.29
H 0.828 -4.187 -5.229 0.31
H -0.902 -2.441 -3.472 0.21
H -1.343 -3.781 -4.601 0.25

=====

| no. | E_HOMO (eV) | lowest unoccupied orbital energy (eV) | gap between HOMO and LUMO (eV) |
| --- | --- | --- | --- |
| 1 | -8.83 | 0.61 | 9.43 |
| 2 | -11.38 | -3.25 | 8.13 |